Record 1
Entry from the Open Molecules 2025 dataset: a structure of composition C32H33IIrN4O5P (the ωB97M-V functional and the def2-TZVPD basis).

Geometry (Å):
Ir -0.286 1.047 -1.117
C 4.439 0.902 -1.412
O 3.601 2.014 -1.868
C 2.327 1.952 -1.720
O 1.727 1.002 -1.154
N 1.660 3.008 -2.222
N 0.262 2.905 -2.293
H 5.453 1.249 -1.563
H 4.224 0.031 -2.025
H 4.246 0.711 -0.361
H 2.144 3.727 -2.746
H -0.028 2.745 -3.261
H -0.181 3.760 -1.960
I -2.839 1.224 -1.249
C -3.756 0.848 0.559
C -5.128 0.688 0.363
C -5.981 0.582 1.446
C -5.451 0.686 2.725
C -4.070 0.854 2.936
C -3.615 0.994 4.260
C -2.273 1.172 4.530
C -1.372 1.149 3.478
C -1.770 0.975 2.143
P -0.274 0.828 1.100
C 0.691 -0.521 1.768
C 2.011 -0.709 1.344
C 2.746 -1.780 1.826
C 2.172 -2.677 2.713
C 0.848 -2.519 3.109
C 0.103 -1.458 2.630
C 0.524 2.424 1.361
C -0.227 3.557 0.999
C 0.316 4.829 1.112
C 1.612 4.983 1.588
C 2.356 3.870 1.964
C 1.822 2.594 1.853
C -3.148 0.892 1.839
H -5.544 0.651 -0.637
H -7.043 0.449 1.291
H -6.103 0.635 3.589
H -4.340 0.973 5.064
H -1.922 1.305 5.544
H -0.318 1.244 3.710
H 2.454 -0.038 0.627
H 3.770 -1.919 1.505
H 2.751 -3.510 3.090
H 0.396 -3.232 3.784
H -0.932 -1.363 2.924
H -1.262 3.451 0.684
H -0.278 5.700 0.864
H 2.031 5.974 1.701
H 3.353 4.000 2.363
H 2.400 1.745 2.188
C 2.845 -2.838 -1.874
C 1.956 -3.079 -3.087
C 0.478 -2.746 -2.839
C -0.345 -3.009 -4.133
C -1.841 -2.733 -4.027
C -0.076 -3.656 -1.759
O 0.115 -4.831 -1.707
N -0.921 -3.061 -0.781
C -1.015 -1.741 -0.536
O -1.668 -1.270 0.398
N -0.355 -0.891 -1.388
C 0.354 -1.281 -2.522
O 0.795 -0.380 -3.212
H 3.887 -3.034 -2.123
H 2.579 -3.500 -1.047
H 2.775 -1.801 -1.524
H 2.003 -4.126 -3.385
H 2.290 -2.485 -3.938
H -0.174 -4.053 -4.399
H 0.102 -2.401 -4.920
H -2.330 -3.381 -3.298
H -2.318 -2.919 -4.988
H -2.049 -1.691 -3.761
H -1.380 -3.694 -0.137

Values from the calculation:
total energy = -2576.91197 Eh
expectation value of S² = 0.777
LUMO (spin up / spin down) = -9.46 / -12.40 eV
HOMO level (spin up / spin down) = -17.09 / -17.09 eV
Kohn-Sham gap (spin up / spin down) = 0.281 / 0.172 Ha
relative energy (zero: lowest compared OMol25 entry of this formula, charge and spin) = 103.8 kJ/mol
charge = +3
2S+1 = 2



Record 2
Entry from the Open Molecules 2025 dataset: a structure of composition C32H33MnN2O8 (the ωB97M-V functional and the def2-TZVPD basis).

Geometry (Å):
Mn -0.029 -0.420 0.422
O -1.419 3.414 -1.638
C -0.794 2.258 -1.373
O -0.247 2.030 -0.334
C -0.889 1.279 -2.517
O -0.017 0.209 -2.348
C 1.347 0.477 -2.670
C 2.333 0.439 -1.501
O 3.495 0.704 -1.815
O 1.887 0.121 -0.355
H -1.364 3.939 -0.825
H -1.910 0.892 -2.510
H -0.727 1.813 -3.458
H 1.670 -0.278 -3.387
H 1.448 1.453 -3.151
C 1.938 -3.443 -1.808
C 1.188 -3.063 -0.554
O 0.231 -2.310 -0.659
C 1.592 -3.609 0.741
C 2.139 -4.900 0.803
C 2.418 -5.514 2.002
C 2.161 -4.801 3.187
C 1.662 -3.523 3.161
C 1.370 -2.849 1.936
O 0.986 -1.630 1.948
H 2.170 -2.516 -2.335
H 1.292 -4.042 -2.455
H 2.860 -3.981 -1.604
H 2.307 -5.442 -0.122
H 2.814 -6.522 2.031
H 2.366 -5.271 4.143
H 1.474 -2.974 4.077
C 6.502 1.565 4.140
C 5.560 2.131 3.084
N 4.269 1.456 3.021
C 4.167 0.215 2.226
C 4.327 -1.062 3.040
C 3.267 1.969 3.777
O 3.431 2.903 4.560
C 1.904 1.338 3.680
C 1.308 0.756 4.786
C 0.024 0.255 4.671
C -0.619 0.341 3.445
N -0.061 0.914 2.384
C 1.168 1.407 2.511
H 7.418 2.160 4.181
H 6.780 0.532 3.923
H 6.026 1.599 5.122
H 6.012 2.065 2.094
H 5.367 3.177 3.302
H 4.939 0.280 1.461
H 3.229 0.183 1.686
H 5.291 -1.103 3.555
H 4.247 -1.929 2.381
H 3.528 -1.146 3.782
H 1.850 0.698 5.723
H -0.470 -0.221 5.509
H -1.607 -0.078 3.287
H 1.589 1.856 1.617
C -4.172 -4.152 2.082
C -2.765 -4.093 1.931
C -2.177 -2.964 1.429
C -2.930 -1.817 1.049
C -2.260 -0.639 0.549
C -3.118 0.403 0.248
C -4.532 0.350 0.377
C -5.141 -0.776 0.844
C -4.345 -1.894 1.205
C -4.937 -3.078 1.724
H -4.639 -5.047 2.480
H -2.150 -4.941 2.211
H -1.106 -2.923 1.309
H -2.719 1.358 -0.085
H -5.130 1.218 0.110
H -6.220 -0.833 0.954
H -6.017 -3.111 1.836

Values from the calculation:
total energy = -3101.81833 Eh
expectation value of S² = 8.756
LUMO (spin up / spin down) = 2.51 / 2.50 eV
HOMO level (spin up / spin down) = -4.51 / -4.96 eV
Kohn-Sham gap (spin up / spin down) = 0.258 / 0.274 Ha
relative energy (zero: lowest compared OMol25 entry of this formula, charge and spin) = 0.0 kJ/mol
charge = -1
2S+1 = 6



Record 3
Entry from the Open Molecules 2025 dataset: a structure of composition C32H33N5O8PtS2 (the ωB97M-V functional and the def2-TZVPD basis).

Geometry (Å):
Pt -0.200 -0.262 -0.410
C 0.611 -2.907 -1.761
N 0.297 -2.526 -0.385
C 1.412 -2.869 0.490
C -0.924 -3.183 0.103
C -2.198 -2.593 -0.493
N -2.382 -1.172 -0.164
C -2.810 -0.960 1.217
C -3.399 -0.608 -1.050
H 0.650 -3.997 -1.854
H 1.587 -2.514 -2.036
H -0.128 -2.525 -2.464
H 1.504 -3.956 0.589
H 1.254 -2.438 1.478
H 2.343 -2.481 0.082
H -0.946 -3.095 1.192
H -0.888 -4.251 -0.151
H -3.057 -3.173 -0.128
H -2.167 -2.681 -1.582
H -3.793 -1.414 1.391
H -2.887 0.112 1.405
H -2.100 -1.390 1.920
H -4.366 -1.096 -0.883
H -3.122 -0.759 -2.090
H -3.515 0.456 -0.856
O -2.200 3.674 -1.482
C -1.623 2.626 -1.595
O -1.048 1.889 -0.790
C -1.629 2.123 -3.118
C -1.976 3.021 -4.091
C -1.985 2.637 -5.431
C -1.648 1.339 -5.781
C -1.320 0.437 -4.793
C -1.278 0.764 -3.387
O -0.935 -0.119 -2.561
N -1.003 -0.936 -5.147
O -1.141 -1.780 -4.290
O -0.621 -1.120 -6.270
N -2.361 3.622 -6.453
O -2.638 4.723 -6.064
O -2.355 3.222 -7.586
H -2.254 4.035 -3.836
H -1.652 1.027 -6.820
O 0.242 -0.414 1.890
S -0.093 0.579 2.987
C 1.491 0.851 3.847
C 1.730 2.107 4.376
C 2.921 2.342 5.048
C 3.862 1.332 5.167
C 3.608 0.079 4.632
C 2.415 -0.173 3.974
C -0.845 -0.443 4.284
C -0.870 -1.825 4.210
C -1.509 -2.547 5.204
C -2.108 -1.886 6.266
C -2.056 -0.502 6.345
C -1.437 0.226 5.344
H 1.001 2.895 4.269
H 3.107 3.316 5.470
H 4.791 1.519 5.684
H 4.331 -0.715 4.731
H 2.207 -1.156 3.580
H -0.389 -2.337 3.391
H -1.531 -3.623 5.147
H -2.617 -2.448 7.033
H -2.504 0.015 7.178
H -1.412 1.304 5.387
S 4.415 0.907 0.041
C 2.821 0.335 0.313
N 1.959 0.543 -0.635
C 2.527 1.219 -1.689
C 1.899 1.639 -2.861
C 2.629 2.314 -3.819
C 3.985 2.575 -3.637
C 4.635 2.174 -2.481
C 3.897 1.506 -1.511
H 2.570 -0.161 1.232
H 0.853 1.443 -3.000
H 2.142 2.644 -4.724
H 4.539 3.096 -4.402
H 5.685 2.371 -2.334

Values from the calculation:
total energy = -3029.70364 Eh
LUMO (spin up / spin down) = -9.54 / -9.50 eV
HOMO level (spin up / spin down) = -14.00 / -14.11 eV
Kohn-Sham gap (spin up / spin down) = 0.164 / 0.169 Ha
charge = +2



Which of these has the lowest charge?
C32H33MnN2O8